(1)
Molecular formula: C4H12
Method: DFT, wB97M-V/def2-TZVPD

Results
* relative energy (zero: lowest compared OMol25 entry of this formula, charge and spin): 12.48 kJ/mol
* HOMO: -11.72 eV
* largest force on an atom: 0.975 eV/Å

```
16
C4H12 | the Open Molecules 2025 dataset | wB97M-V/def2-TZVPD
C -0.046 -2.363 0.870
C 0.761 -1.418 1.738
H -0.619 -3.103 1.434
H 0.615 -2.975 0.240
H -0.709 -1.843 0.183
H 1.577 -0.930 1.195
H 1.213 -1.955 2.570
H 0.179 -0.588 2.151
C -0.854 2.321 -1.680
C 0.146 1.463 -0.908
H -0.949 1.888 -2.667
H -0.515 3.355 -1.741
H -1.819 2.338 -1.172
H 1.088 1.428 -1.470
H -0.242 0.447 -0.808
H 0.492 1.786 0.065
```

---

(2)
Molecular formula: C4H12
Method: DFT, wB97M-V/def2-TZVPD

Results
* relative energy (zero: lowest compared OMol25 entry of this formula, charge and spin): 49.24 kJ/mol
* HOMO: -11.43 eV
* largest force on an atom: 2.558 eV/Å

```
16
C4H12 | the Open Molecules 2025 dataset | wB97M-V/def2-TZVPD
C -1.858 0.493 -0.891
C -2.204 0.134 0.555
H -0.789 0.397 -1.112
H -2.441 -0.218 -1.471
H -2.031 1.519 -1.221
H -1.893 -0.847 0.836
H -3.290 0.277 0.627
H -1.894 0.876 1.301
C 2.556 -0.039 -0.329
C 1.508 -0.649 0.631
H 3.421 0.301 0.234
H 2.885 -0.839 -0.980
H 2.138 0.845 -0.806
H 1.564 -1.723 0.802
H 1.698 -0.316 1.667
H 0.507 -0.266 0.479
```

---

(3)
Molecular formula: C4H12
Method: DFT, wB97M-V/def2-TZVPD

Results
* relative energy (zero: lowest compared OMol25 entry of this formula, charge and spin): 122.63 kJ/mol
* HOMO: -11.01 eV
* largest force on an atom: 4.685 eV/Å

```
16
C4H12 | the Open Molecules 2025 dataset | wB97M-V/def2-TZVPD
C -0.362 1.454 0.406
C -0.963 2.889 0.661
H -0.019 1.441 -0.616
H 0.372 1.019 1.056
H -1.221 0.768 0.667
H -0.984 3.055 1.756
H -0.380 3.631 0.152
H -2.047 2.735 0.322
C 0.752 -1.567 -1.100
C 0.593 -2.641 0.002
H 0.756 -0.539 -0.791
H 1.790 -1.923 -1.479
H -0.027 -1.724 -1.839
H 1.465 -3.239 0.143
H -0.107 -3.291 -0.351
H 0.383 -2.067 1.012
```

---

(4)
Molecular formula: C4H12
Method: DFT, wB97M-V/def2-TZVPD

Results
* relative energy (zero: lowest compared OMol25 entry of this formula, charge and spin): 13.47 kJ/mol
* HOMO: -11.72 eV
* largest force on an atom: 0.761 eV/Å

```
16
C4H12 | the Open Molecules 2025 dataset | wB97M-V/def2-TZVPD
C -0.908 1.183 1.166
C -1.074 2.117 2.353
H -1.040 0.144 1.462
H -1.639 1.388 0.385
H 0.101 1.239 0.757
H -0.767 3.134 2.135
H -0.531 1.749 3.220
H -2.122 2.144 2.681
C 0.709 -1.390 -1.113
C 1.274 -1.903 -2.435
H 1.190 -0.478 -0.766
H -0.351 -1.147 -1.168
H 0.826 -2.098 -0.297
H 0.508 -2.148 -3.168
H 1.912 -2.768 -2.291
H 1.911 -1.165 -2.920
```

---

(5)
Molecular formula: C4H12
Method: DFT, wB97M-V/def2-TZVPD

Results
* relative energy (zero: lowest compared OMol25 entry of this formula, charge and spin): 24.85 kJ/mol
* HOMO: -11.61 eV
* largest force on an atom: 1.105 eV/Å

```
16
C4H12 | the Open Molecules 2025 dataset | wB97M-V/def2-TZVPD
C 0.670 -0.143 -1.980
C -0.680 0.394 -2.505
H 1.268 0.726 -1.714
H 0.500 -0.786 -1.120
H 1.209 -0.730 -2.720
H -1.457 0.342 -1.744
H -0.528 1.370 -2.952
H -1.089 -0.238 -3.295
C 0.142 0.521 1.851
C -0.108 -0.768 2.644
H 0.000 0.370 0.782
H -0.608 1.294 2.064
H 1.077 1.019 2.103
H 0.432 -1.628 2.258
H -1.174 -0.988 2.592
H 0.188 -0.569 3.672
```

---

(6)
Molecular formula: C4H12
Method: DFT, wB97M-V/def2-TZVPD

Results
* relative energy (zero: lowest compared OMol25 entry of this formula, charge and spin): 83.85 kJ/mol
* HOMO: -11.32 eV
* largest force on an atom: 2.318 eV/Å

```
16
C4H12 | the Open Molecules 2025 dataset | wB97M-V/def2-TZVPD
C 1.387 -0.279 1.315
C 1.897 1.042 1.969
H 2.142 -1.025 1.573
H 0.541 -0.709 1.853
H 1.028 -0.010 0.334
H 1.781 0.945 3.044
H 1.373 1.925 1.597
H 2.909 1.185 1.591
C -1.131 -0.031 -1.231
C -2.092 -0.840 -2.109
H -1.437 0.330 -0.256
H -0.161 -0.509 -1.183
H -1.000 0.968 -1.686
H -2.409 -0.193 -2.926
H -3.054 -0.942 -1.590
H -1.774 -1.857 -2.295
```

---

(7)
Molecular formula: C4H12
Method: DFT, wB97M-V/def2-TZVPD

Results
* relative energy (zero: lowest compared OMol25 entry of this formula, charge and spin): 20.65 kJ/mol
* HOMO: -11.76 eV
* largest force on an atom: 1.027 eV/Å

```
16
C4H12 | the Open Molecules 2025 dataset | wB97M-V/def2-TZVPD
C 2.458 -0.374 1.441
C 1.123 -0.358 2.199
H 2.567 -1.305 0.891
H 2.448 0.403 0.674
H 3.293 -0.129 2.095
H 0.792 0.669 2.355
H 1.226 -0.789 3.191
H 0.371 -0.903 1.635
C -1.566 -0.365 -1.711
C -2.031 1.073 -1.929
H -0.949 -0.502 -0.828
H -2.372 -1.086 -1.625
H -0.928 -0.776 -2.509
H -1.961 1.342 -2.980
H -1.428 1.767 -1.338
H -3.080 1.183 -1.661
```

---

(8)
Molecular formula: C4H12
Method: DFT, wB97M-V/def2-TZVPD

Results
* relative energy (zero: lowest compared OMol25 entry of this formula, charge and spin): 38.88 kJ/mol
* HOMO: -11.56 eV
* largest force on an atom: 2.000 eV/Å

```
16
C4H12 | the Open Molecules 2025 dataset | wB97M-V/def2-TZVPD
C -0.108 -2.779 -0.602
C 0.118 -1.318 -1.041
H 0.739 -3.433 -0.443
H -0.723 -2.717 0.302
H -0.666 -3.272 -1.407
H -0.827 -0.771 -1.023
H 0.669 -1.134 -1.962
H 0.784 -0.858 -0.301
C -0.547 2.242 0.274
C 0.531 1.815 1.304
H 0.031 2.106 -0.653
H -1.446 1.629 0.342
H -0.871 3.275 0.361
H 1.120 0.951 1.017
H 0.072 1.573 2.269
H 1.123 2.691 1.562
```

---

(9)
Molecular formula: C4H12
Method: DFT, wB97M-V/def2-TZVPD

Results
* relative energy (zero: lowest compared OMol25 entry of this formula, charge and spin): 21.84 kJ/mol
* HOMO: -11.80 eV
* largest force on an atom: 0.998 eV/Å

```
16
C4H12 | the Open Molecules 2025 dataset | wB97M-V/def2-TZVPD
C 0.480 -0.967 2.196
C -1.037 -0.894 1.986
H 0.864 -1.967 2.353
H 1.005 -0.594 1.320
H 0.820 -0.342 3.029
H -1.334 -0.152 1.250
H -1.521 -0.624 2.929
H -1.409 -1.876 1.699
C -0.245 0.497 -1.704
C 0.778 1.363 -2.482
H 0.229 0.031 -0.838
H -1.035 1.136 -1.313
H -0.683 -0.278 -2.324
H 0.750 1.072 -3.536
H 1.802 1.179 -2.147
H 0.536 2.416 -2.418
```

---

(10)
Molecular formula: C4H12
Method: DFT, wB97M-V/def2-TZVPD

Results
* relative energy (zero: lowest compared OMol25 entry of this formula, charge and spin): 12.07 kJ/mol
* HOMO: -11.69 eV
* largest force on an atom: 1.073 eV/Å

```
16
C4H12 | the Open Molecules 2025 dataset | wB97M-V/def2-TZVPD
C 0.680 2.521 -0.909
C 1.392 1.566 -1.859
H 0.031 3.195 -1.475
H 0.022 1.991 -0.210
H 1.349 3.121 -0.300
H 1.704 0.628 -1.415
H 2.311 2.024 -2.231
H 0.779 1.285 -2.719
C -0.610 -2.390 0.883
C -1.473 -1.697 1.903
H -0.664 -1.832 -0.059
H 0.445 -2.384 1.182
H -0.815 -3.449 0.738
H -1.258 -0.632 1.925
H -1.368 -2.133 2.901
H -2.526 -1.814 1.644
```

---

(11)
Molecular formula: C4H12
Method: DFT, wB97M-V/def2-TZVPD

Results
* relative energy (zero: lowest compared OMol25 entry of this formula, charge and spin): 22.93 kJ/mol
* HOMO: -11.53 eV
* largest force on an atom: 1.471 eV/Å

```
16
C4H12 | the Open Molecules 2025 dataset | wB97M-V/def2-TZVPD
C 0.066 2.075 -0.387
C -0.664 2.405 0.911
H 0.049 2.908 -1.087
H 1.106 1.771 -0.251
H -0.470 1.237 -0.848
H -0.093 3.079 1.567
H -1.060 1.555 1.463
H -1.542 3.022 0.696
C 0.185 -1.815 -0.833
C 0.470 -2.728 0.343
H 0.082 -2.317 -1.791
H -0.622 -1.107 -0.674
H 1.018 -1.126 -1.032
H 0.235 -2.242 1.285
H 1.467 -3.144 0.291
H -0.228 -3.573 0.346
```

---

(12)
Molecular formula: C4H12
Method: DFT, wB97M-V/def2-TZVPD

Results
* relative energy (zero: lowest compared OMol25 entry of this formula, charge and spin): 48.41 kJ/mol
* HOMO: -11.23 eV
* largest force on an atom: 2.681 eV/Å

```
16
C4H12 | the Open Molecules 2025 dataset | wB97M-V/def2-TZVPD
C 0.273 -1.481 -1.408
C -0.270 -2.671 -0.599
H 0.232 -1.488 -2.506
H -0.435 -0.652 -1.315
H 1.297 -1.182 -1.188
H -1.346 -2.710 -0.744
H 0.143 -2.754 0.397
H 0.094 -3.568 -1.123
C 0.642 1.949 0.616
C -0.630 2.191 1.417
H 1.417 2.644 0.910
H 0.971 0.911 0.742
H 0.447 2.040 -0.448
H -1.470 1.700 0.912
H -0.780 3.268 1.521
H -0.715 1.767 2.406
```